# C20H24N2O5PRuTe

C20H24N2O5PRuTe as an isolated structure (ωB97M-V/def2-TZVPD, OMol25).

Cartesian coordinates (Å):
Ru  -1.78548  -0.11570  -0.02860
O  -1.32024  -1.98682  -0.21714
C  -0.94269  -2.70426  -1.25629
C  -0.58165  -4.04353  -1.03957
C  -0.16885  -4.82994  -2.08853
C  -0.09890  -4.32317  -3.39424
C  -0.45318  -3.01874  -3.62082
C  -0.87948  -2.18392  -2.56731
C  -1.19793  -0.82393  -2.87731
N  -1.59735  0.07118  -2.04215
C  -1.73269  1.46984  -2.47278
C  -2.79027  2.13430  -1.60823
N  -2.50578  1.77827  -0.21538
C  -2.62917  2.63572  0.73355
C  -2.42183  2.37388  2.12797
C  -2.52005  3.45923  3.02083
C  -2.37220  3.28402  4.37219
C  -2.13745  1.99552  4.86828
C  -2.04989  0.91281  4.02496
C  -2.18117  1.07969  2.63948
O  -2.10023  0.00468  1.87141
H  -0.63887  -4.42815  -0.03041
H  0.10571  -5.86000  -1.90062
H  0.22491  -4.95482  -4.20889
H  -0.40960  -2.60774  -4.62257
H  -1.07007  -0.52010  -3.91643
H  -1.98803  1.52872  -3.53157
H  -0.76897  1.95607  -2.30624
H  -3.78110  1.75312  -1.86377
H  -2.78544  3.21691  -1.74249
H  -2.92403  3.65045  0.46619
H  -2.71711  4.44564  2.61796
H  -2.44493  4.12496  5.04665
H  -2.02803  1.84509  5.93450
H  -1.87973  -0.08560  4.40394
C  4.27152  1.36554  2.31726
C  3.03187  1.71870  1.53855
O  2.84740  0.73223  0.47612
P  1.46058  0.02027  0.27535
O  0.30229  0.95542  0.12979
Te  1.13366  -1.44080  2.18507
O  1.63618  -0.80041  -1.05060
C  2.57977  -1.88910  -1.24999
C  3.88034  -1.38309  -1.82279
H  4.45420  2.12578  3.07692
H  5.13981  1.31896  1.66128
H  4.15610  0.40351  2.81762
H  3.11624  2.68205  1.03987
H  2.14358  1.73100  2.17290
H  2.07025  -2.56745  -1.93234
H  2.71825  -2.40753  -0.29842
H  3.70873  -0.85533  -2.76035
H  4.53554  -2.23178  -2.02229
H  4.38542  -0.71167  -1.13055

Values from the calculation:
- Spin multiplicity: 5
- HOMO-LUMO gap (alpha / beta): 8.2 / 6.2 eV
- E_HOMO (alpha / beta): -11.03 / -11.16 eV
- E: -53507.68616 eV
- Energy relative to the best compared isomer or geometry (same formula, charge and spin): 0.0 kcal per mole
- Net charge: +1